The following is a DFT calculation (wB97M-V/def2-TZVPD) of a molecular structure, H2LiO at a distorted geometry.

Each line ends with the Mulliken charge.
Cartesian coordinates (Å):
O 0.8339 1.8460 0.5060  -0.68
H 1.5817 2.2788 0.0350  0.34
H 0.3955 2.5761 0.9989  0.34
Li -0.9958 -2.2132 -0.6002  1.00

Properties
* energy above the lowest of the compared OMol25 structures with the same formula, charge and spin: 118.9 kJ/mol
* charge: +1
* highest occupied orbital energy: -0.53670 Eh
* Kohn-Sham gap: 8.801 eV